Record 1
{"formula": "C7H15N2", "method": "ωB97M-V with the def2-TZVPD basis set", "species": ["H", "C", "C", "N", "H", "H", "H", "H", "H", "H", "C", "H", "C", "H", "H", "C", "C", "H", "H", "H", "H", "H", "N", "C"], "positions_angstrom": [[0.6003, 1.6949, 1.8058], [1.9047, 1.4272, -0.9391], [-0.9242, -0.8034, 0.1219], [0.4126, -0.5245, -0.4741], [0.2404, -0.3245, -1.4683], [0.9832, 0.0012, 2.0784], [-3.9713, 0.8354, 0.0675], [1.4744, -1.9604, 0.6622], [-3.4583, -0.5993, 0.9832], [-3.6449, -0.6865, -0.7791], [1.2766, -1.7287, -0.3831], [2.2224, -1.5413, -0.8885], [1.1129, 0.6504, 0.0290], [2.9786, 1.2901, -0.7703], [1.7176, 2.4940, -0.8017], [-3.3411, -0.0501, 0.0515], [1.2443, 0.8716, 1.4804], [1.6769, 1.1767, -1.9728], [2.2643, 1.1752, 1.7216], [-1.3161, -1.7259, -0.3141], [0.7929, -2.5839, -0.8519], [-0.8284, -0.9421, 1.2019], [-1.5182, 1.4902, -0.4308], [-1.8997, 0.3637, -0.1297]], "atomic_forces_ev_per_a": [[-0.1, 0.0, 0.0], [0.2, 0.1, -0.1], [-0.4, 0.5, 0.1], [-0.1, -0.1, -0.4], [0.0, -0.1, 0.2], [0.1, -0.1, 0.1], [-0.1, -0.1, 0.0], [-0.1, 0.1, 0.0], [0.0, -0.1, 0.1], [0.0, -0.1, 0.0], [0.5, -0.8, -0.1], [-0.1, 0.1, 0.0], [-0.5, 0.7, 0.1], [0.0, -0.1, -0.1], [-0.1, 0.0, 0.0], [-0.1, 0.4, -0.1], [-0.2, 0.0, 0.2], [0.0, 0.0, -0.1], [0.0, -0.1, 0.0], [0.1, 0.1, 0.0], [-0.1, 0.1, 0.0], [0.1, 0.0, -0.1], [0.9, 0.8, -0.2], [-0.2, -1.6, 0.4]], "de_lowest_ev": 3.439, "homo_energy_ev": [-13.595, -12.237], "molar_mass_g_mol": 127.21, "total_charge": 1, "energy_ha": -384.8704, "max_force_ev_per_a": 1.7, "orbital_gap_ev": [9.8, 7.9]}

Record 2
{"formula": "C5H14NO2", "method": "ωB97M-V with the def2-TZVPD basis set", "species": ["H", "H", "C", "O", "C", "H", "H", "C", "H", "H", "H", "H", "H", "N", "H", "H", "C", "C", "H", "O", "H", "H"], "positions_angstrom": [[-1.6870, -1.8322, 0.9034], [1.5378, -0.6577, 0.1862], [1.4532, -0.4530, 1.2761], [-0.0424, 2.2866, 0.6933], [-0.8170, -1.3287, 0.5013], [-0.9938, 0.6709, 0.1221], [-0.2168, -2.0380, -0.0576], [0.0045, -0.8545, 1.7029], [-0.9397, -1.2409, -2.0682], [0.0324, -1.6958, 2.4099], [0.3952, 1.2571, -1.3887], [0.4084, 3.1292, 0.7685], [-2.0352, 0.0496, -2.2040], [-1.3426, -0.1889, -0.2759], [2.1568, -1.1817, 1.7287], [0.8002, 1.5934, 1.1013], [0.1018, 0.5955, -2.1698], [-1.1089, -0.2186, -1.7121], [-0.4028, -0.0104, 2.2204], [1.7443, 0.8522, 1.5682], [-0.0439, 1.2686, -3.0034], [0.9955, -0.0025, -2.3026]], "atomic_forces_ev_per_a": [[-0.3, -0.7, 0.0], [-0.1, 0.0, -0.1], [-0.3, 0.0, -0.1], [0.3, -0.1, 0.2], [-0.8, 1.3, 1.0], [0.1, 0.4, -0.1], [0.1, -0.1, -0.5], [1.0, -1.2, -0.7], [-0.1, -0.2, 0.4], [0.1, 0.1, 0.1], [0.0, 0.7, 0.9], [-0.1, 0.2, -0.1], [-0.2, 0.6, -0.4], [0.4, -1.0, -0.2], [0.1, 0.2, 0.2], [0.1, 0.0, 0.1], [0.2, 0.2, 0.2], [0.2, -0.4, -0.1], [-0.6, 0.5, 0.1], [0.2, 0.1, 0.1], [-0.2, -0.2, -0.6], [0.1, -0.4, -0.4]], "de_lowest_ev": 0.644, "homo_energy_ev": -3.744, "molar_mass_g_mol": 120.17, "total_charge": -1, "energy_ha": -404.1309, "max_force_ev_per_a": 1.9, "orbital_gap_ev": 7.9}

Record 3
{"formula": "C22H59F4HfN3O31S11", "method": "ωB97M-V with the def2-TZVPD basis set", "species": ["O", "N", "O", "O", "S", "O", "H", "H", "O", "S", "C", "O", "H", "H", "F", "C", "H", "H", "H", "H", "F", "H", "O", "C", "N", "C", "C", "O", "H", "O", "O", "H", "H", "C", "O", "C", "O", "H", "S", "H", "Hf", "S", "H", "H", "O", "H", "H", "H", "H", "H", "H", "H", "H", "H", "H", "O", "C", "S", "O", "C", "C", "S", "S", "H", "C", "S", "H", "F", "C", "H", "O", "H", "O", "O", "H", "H", "H", "H", "H", "O", "O", "C", "H", "H", "O", "C", "H", "H", "S", "O", "O", "H", "C", "H", "H", "H", "H", "H", "H", "C", "C", "O", "H", "H", "H", "O", "H", "O", "C", "O", "H", "H", "H", "C", "C", "H", "O", "H", "O", "O", "O", "H", "S", "C", "H", "H", "S", "C", "F", "H", "N"], "positions_angstrom": [[-3.8761, -0.3774, -2.0097], [-1.4170, 0.4658, -0.4883], [-3.2180, -2.8740, -1.9964], [1.4993, 3.6630, -0.5193], [-4.2205, -1.8307, -1.9102], [6.3804, 3.7685, 5.7881], [3.2510, 0.4442, 4.6100], [2.3164, -7.0485, -3.9539], [-0.7342, -0.3657, -5.6887], [-3.4625, 3.1939, 1.2240], [3.0040, 1.0849, 3.7635], [-1.5100, -0.1552, -3.3446], [-5.2255, -2.2638, -4.0752], [0.0432, 4.2661, 1.6166], [-3.4253, 0.0470, 0.7459], [-4.0736, 5.7429, 1.8840], [2.9253, 4.6589, -1.5180], [2.8577, -2.4730, 0.5767], [-0.0227, -0.4655, -8.9158], [5.0035, -5.4752, 0.0608], [0.5425, 0.8189, -1.2644], [0.8312, -7.7703, -3.4306], [0.1442, 5.4762, -1.5711], [-0.9697, 1.6977, 5.1142], [-0.9956, 2.5397, -3.7375], [-0.1308, 5.0952, 0.9308], [1.0228, -4.7129, -0.2134], [-1.5152, 2.8358, -6.3108], [2.0091, 0.8740, 3.3714], [0.4237, -1.3849, -0.5582], [4.3874, -2.0292, 3.3058], [3.3016, 2.7600, 7.1368], [-0.1690, -2.7152, -3.1104], [-0.5575, -1.0534, -6.9052], [4.1643, 4.9671, 5.5827], [-5.7333, -3.3267, 1.4114], [-0.9742, 3.3139, -0.8636], [0.4386, -5.6600, -2.0319], [0.7306, 2.4174, -4.2989], [-5.6184, 2.1717, 1.6710], [-2.3046, 1.7721, -2.0875], [-1.2434, 3.4752, -5.0494], [-6.1154, 6.4603, 1.3559], [-4.8644, 7.3356, 0.5485], [-3.3059, 2.5111, -0.0522], [-6.4187, -1.6505, -2.7723], [2.7592, 3.2074, 3.5133], [-0.3514, 2.2574, 4.4124], [-5.1631, 3.2555, 2.9322], [-5.7463, -4.3685, 1.7317], [0.1248, -4.1894, 0.1148], [-5.4385, -4.0480, -0.4443], [1.5654, -4.8916, 0.7149], [3.6734, -1.0958, -0.0976], [3.2320, 3.5457, 1.2361], [0.6125, 0.4206, 6.3375], [-5.1060, 6.8481, 1.4930], [2.3360, -8.0311, -1.6785], [-1.5870, -0.0604, 2.1949], [4.3906, 2.7252, 7.1699], [-4.9369, -3.2811, 0.1459], [4.9351, 3.7101, 5.7237], [-1.4093, -1.1746, -4.4269], [0.1101, -6.6388, -0.7017], [3.6742, 3.7318, 0.2574], [0.0375, -0.0801, -0.1064], [2.2107, -8.8396, -3.9513], [0.8590, 0.9240, -3.7835], [0.8739, -5.9584, -1.0781], [4.8927, -4.7220, 2.9450], [5.1817, -3.4135, 1.3647], [-1.8635, 2.2922, 5.3032], [1.7111, 3.0204, -3.4712], [-4.0413, 4.7326, 0.8882], [-3.1251, 6.2798, 1.9000], [-1.3799, 0.3796, -8.2771], [2.8133, -0.8156, 1.4467], [4.9344, 1.7838, 7.0917], [0.8526, -1.7362, -4.0315], [-0.2169, 2.2692, 7.1740], [4.4984, 2.6904, 4.4976], [1.9104, -7.9225, -3.4445], [-4.3474, 1.6233, 2.8469], [-5.7810, -3.3671, -2.8737], [-4.9994, -2.0550, -0.5061], [2.6421, 4.4965, -0.4781], [-1.1073, 5.5728, 1.0115], [1.6690, -4.0520, -0.7910], [0.0279, 4.3660, -0.6857], [0.7452, 0.5725, 0.9925], [1.3546, -8.8075, -0.9401], [-3.9004, -3.5955, 0.2678], [3.1205, 2.5269, 4.2844], [0.3168, 0.7353, -7.6787], [-4.2510, 5.2346, 2.8318], [-5.0748, 7.5320, 2.3412], [3.4399, -4.5276, 2.1326], [2.5050, 2.6399, 5.1768], [0.5541, 5.9233, 1.1130], [-0.4039, -0.0175, -7.9981], [4.9528, -5.7639, 1.1106], [-0.6928, 4.8235, -5.0455], [-1.2227, 0.7565, 4.6260], [3.7536, 0.9382, 2.9858], [4.6047, 4.2742, 0.4248], [1.0072, 2.2703, -5.7625], [-6.7761, -3.0985, 1.1907], [5.9171, -1.0240, 1.4988], [3.3587, -1.5430, 0.8453], [-2.5605, -1.8964, -5.0024], [3.7951, 2.7792, -0.2584], [4.7671, 3.2108, 8.0702], [2.4526, 5.4394, 0.0348], [-4.7732, 2.4614, 2.2953], [4.5123, -4.5471, 1.9386], [-0.1250, -3.0959, -4.8707], [-2.2717, 3.3800, 2.1026], [5.8951, -6.2490, 1.3653], [2.1962, -6.4721, -1.2349], [-2.1189, -1.9179, 0.6383], [3.7288, -8.3346, -1.6265], [-5.3514, -2.6310, 2.1586], [4.8584, -1.9319, 1.9251], [-5.5949, -2.3078, -3.0506], [-1.4523, -1.6360, -7.1248], [0.3661, -1.6316, -6.9310], [-1.9560, -0.5047, 0.8771], [-0.0702, -2.3099, -4.1175], [-2.7639, 3.8147, -4.6513], [4.1673, -6.5188, 1.1478], [-0.1126, 1.4333, 6.2767]], "atomic_forces_ev_per_a": [[-0.2, -0.3, 0.2], [-2.0, -2.2, 3.0], [-0.3, 2.0, -0.3], [-4.4, -1.1, -0.2], [-0.9, -2.6, 0.6], [-1.7, -0.3, -0.7], [-0.2, -0.3, -0.3], [0.5, -0.1, 0.5], [-1.1, 0.5, 3.5], [1.5, 4.0, 5.0], [0.1, 0.6, 0.5], [-0.8, 0.0, -0.2], [-0.1, 0.6, 0.0], [-0.3, 0.3, 0.3], [-0.4, 0.0, 0.1], [-0.4, 1.5, 0.4], [0.0, 0.4, 0.1], [-0.3, 0.1, 0.6], [0.1, -0.3, 0.2], [0.1, 0.0, -0.1], [1.5, 1.1, -2.1], [-0.1, -0.4, -0.3], [-0.9, -1.0, -0.8], [0.1, -0.5, -1.6], [2.0, 0.3, -0.9], [-0.6, -0.6, 0.3], [0.7, 0.2, 0.1], [1.1, -0.2, 1.9], [0.0, -0.1, 0.1], [-1.4, 0.5, 1.0], [0.9, 0.2, -1.9], [0.2, -0.6, 0.3], [-0.5, -0.3, 0.0], [0.0, -0.4, -2.3], [1.1, -2.7, 0.2], [-0.3, 0.7, 0.1], [-1.0, -1.6, -1.2], [0.4, 0.1, -0.5], [4.9, -4.6, -1.1], [0.2, -0.3, -0.2], [3.7, -2.2, 2.0], [-5.4, 4.8, -4.5], [0.0, -0.1, 0.3], [0.4, 0.1, 0.2], [-0.5, -0.3, -2.3], [-0.1, -0.2, -0.4], [0.1, 0.4, 0.1], [0.1, 0.0, 0.0], [0.5, 0.1, 0.1], [0.3, 0.2, 0.4], [-0.3, -0.2, -0.6], [0.3, 0.0, -0.7], [0.1, -0.5, -0.1], [0.4, 0.1, 0.2], [0.3, -0.3, 0.2], [-1.5, 2.0, -0.7], [0.2, -1.4, 0.4], [-0.2, -0.4, -0.4], [0.3, -0.1, -1.9], [0.5, 1.1, -0.8], [0.2, -3.0, 0.2], [0.1, 1.5, 0.5], [0.0, -0.7, -4.1], [0.7, -0.6, 0.5], [-0.3, -0.7, 0.7], [8.6, 2.8, -2.3], [-0.1, 0.0, 0.2], [-0.4, 0.2, -0.4], [-1.1, 0.9, 0.5], [0.2, 0.4, 0.1], [-0.2, 1.4, 0.3], [0.4, -0.2, 0.7], [-1.4, 1.3, 0.0], [0.6, -3.9, -2.0], [0.3, -0.5, 0.2], [0.2, 0.5, 0.3], [-0.3, -0.3, -0.2], [-0.6, -0.2, -0.2], [0.0, 0.1, -0.7], [0.5, -0.8, -0.8], [1.3, 1.4, 1.5], [-0.8, 0.2, 0.8], [0.1, 0.2, -0.1], [0.0, 0.2, 0.5], [0.5, 3.4, -1.8], [1.2, 1.5, -1.0], [-0.2, -0.5, 0.0], [-0.1, 0.4, 0.1], [4.7, 2.9, 1.3], [-2.3, -1.7, -1.0], [1.0, 1.0, -1.1], [-0.1, 0.2, 0.2], [-1.0, -1.3, -1.1], [-0.3, 0.2, -0.2], [-0.2, 0.6, 0.2], [-0.2, 0.3, -0.3], [-0.2, 0.8, -0.9], [0.2, 0.2, 0.1], [0.5, -0.4, -0.6], [-0.2, 0.1, -0.2], [-0.9, 0.2, -0.7], [0.5, -3.0, 0.9], [0.1, 0.0, 0.2], [0.0, -0.1, 0.0], [-0.1, -0.1, -0.4], [-1.9, 1.1, 4.4], [0.0, 0.2, 0.1], [-1.4, -1.7, 0.9], [1.4, -0.1, 0.7], [1.7, 1.8, 2.4], [0.5, 0.0, 0.2], [-0.1, 0.3, -0.2], [-0.3, 0.1, -0.2], [0.0, 0.2, -1.3], [1.5, -2.0, 1.1], [0.1, 0.3, 0.0], [-2.8, -1.0, -2.7], [0.0, 0.4, 0.3], [-0.3, -1.0, -0.2], [1.0, 2.0, -0.4], [-0.3, 0.2, 0.4], [-0.1, -0.3, 0.2], [-1.1, 0.5, -0.8], [1.2, 0.7, 0.5], [0.3, -0.4, 0.2], [-0.1, -0.4, 0.6], [-6.2, -1.2, 2.5], [-0.3, 0.3, 1.6], [-0.7, -0.4, 1.4], [0.0, -0.1, 0.1], [0.4, -0.6, 2.3]], "de_lowest_ev": 8.493, "homo_energy_ev": -13.759, "molar_mass_g_mol": 1468.92, "total_charge": 2, "energy_ha": -8196.8354, "max_force_ev_per_a": 9.4, "orbital_gap_ev": 4.0}

Record 4
{"formula": "C2H6AsF6N2O3S4SbTc", "method": "ωB97M-V with the def2-TZVPD basis set", "species": ["S", "H", "H", "S", "F", "F", "N", "S", "F", "S", "F", "H", "O", "O", "F", "C", "F", "Sb", "H", "As", "C", "H", "N", "H", "O", "Tc"], "positions_angstrom": [[-5.7610, -1.4143, 3.0217], [2.5154, -3.9917, 1.7212], [1.4612, -2.5785, 2.0332], [-1.9915, -1.7433, 1.0493], [0.2678, 2.7833, -1.2388], [-2.0158, 3.5076, -0.2608], [3.0625, -0.9318, -1.2886], [-3.4012, 1.1246, 3.0294], [-0.9293, 5.0969, -2.5019], [-2.7979, 0.2897, 1.3642], [-3.0514, 3.0557, -2.4455], [3.9475, -1.3611, -1.4937], [-0.1897, -0.0120, 2.3094], [1.3540, -0.7606, 0.0373], [-0.6258, 0.8359, -0.9252], [1.9165, -3.2044, 1.2839], [-0.6817, 2.3568, -3.3535], [-1.3344, 3.3007, -1.9133], [1.0824, -3.7394, 0.8022], [-5.3655, 0.0025, 4.6051], [2.3368, -1.4232, -0.3434], [2.6603, 0.0941, -2.8794], [2.4414, 0.1465, -1.9456], [2.8163, 1.0711, -1.6596], [2.7520, -2.4921, 0.3097], [-0.4691, -0.0130, 0.6829]], "atomic_forces_ev_per_a": [[0.4, 2.7, 3.6], [0.5, 0.3, 0.1], [0.4, 0.6, 0.3], [-0.7, 2.1, -0.2], [2.1, 1.1, 1.4], [-0.6, 0.0, 2.4], [0.3, 0.5, -0.9], [0.7, 0.2, 0.1], [-0.6, -2.2, 0.9], [-0.8, -1.4, -0.6], [-1.2, -0.4, -0.5], [0.4, 0.1, -0.5], [0.8, 1.0, -2.1], [-2.8, 0.7, 1.1], [-1.2, -0.9, 0.1], [-0.7, -0.4, -0.8], [-0.5, -0.4, -0.8], [1.7, 3.2, -3.6], [0.4, 0.4, -0.4], [-0.5, -3.2, -4.1], [-0.4, -1.2, 2.6], [0.4, -0.5, -2.8], [0.6, 1.3, 1.7], [-0.1, -0.9, 0.3], [0.0, -0.3, -0.3], [1.7, -2.4, 3.0]], "de_lowest_ev": 1.831, "homo_energy_ev": [-16.046, -16.031], "molar_mass_g_mol": 643.02, "s_squared": 0.840, "total_charge": 2, "energy_ha": -5163.1149, "multiplicity": 2, "max_force_ev_per_a": 5.2, "orbital_gap_ev": [6.3, 5.2]}